a.
Here is a single C5H8O molecule from OMol25. Energies are from ωB97M-V/def2-TZVPD.

Geometry as XYZ:
```
14
Properties=species:S:1:pos:R:3
C -1.447 -0.256 -0.447
C -0.774 -0.081 0.932
C 0.543 0.155 0.185
C -0.265 0.525 -1.064
C 1.887 -0.409 0.359
O 1.596 0.943 0.691
H -2.461 0.133 -0.588
H -1.429 -1.304 -0.761
H -1.053 0.881 1.375
H -0.889 -0.870 1.681
H -0.446 1.604 -1.003
H 0.067 0.272 -2.074
H 2.117 -1.051 1.211
H 2.555 -0.540 -0.496
```

Summary:
Structure (SMILES) = C1CC2(C1)CO2
HOMO level = -10.0351 eV
LUMO energy = 1.08 eV
Frontier orbital gap = 0.4087 hartree

Charges obtained by Löwdin population analysis, quoted in units of e: atom 1 (C): -0.163, atom 2 (C): -0.094, atom 3 (C): -0.454, atom 4 (C): -0.094, atom 5 (C): -0.071, atom 6 (O): -0.013, atom 7 (H): 0.101, atom 8 (H): 0.107, atom 9 (H): 0.120, atom 10 (H): 0.109, atom 11 (H): 0.120, atom 12 (H): 0.109, atom 13 (H): 0.113, atom 14 (H): 0.113

=====

b.
Here is a single C5H8O molecule from OMol25. Energies are from ωB97M-V/def2-TZVPD.

Geometry as XYZ:
```
14
Properties=species:S:1:pos:R:3
O -1.670 0.977 0.354
C -0.763 0.083 -0.203
C -0.220 -1.712 0.775
C 0.391 0.710 -1.007
C 1.464 -0.031 -0.188
C 0.402 -0.428 0.844
H -2.552 0.588 0.342
H -1.254 -0.728 -0.752
H -1.033 -1.681 1.533
H 0.394 1.788 -0.825
H 0.358 0.526 -2.085
H 1.869 -0.911 -0.693
H 2.281 0.592 0.186
H 0.332 0.227 1.719
```

Summary:
HOMO level = -8.3229 eV
LUMO energy = 0.78 eV
Frontier orbital gap = 0.3345 hartree

Charges obtained by Löwdin population analysis, quoted in units of e: atom 1 (O): 0.006, atom 2 (C): -0.356, atom 3 (C): 0.107, atom 4 (C): -0.108, atom 5 (C): -0.145, atom 6 (C): -0.354, atom 7 (H): 0.105, atom 8 (H): 0.136, atom 9 (H): 0.025, atom 10 (H): 0.119, atom 11 (H): 0.111, atom 12 (H): 0.108, atom 13 (H): 0.104, atom 14 (H): 0.143

=====

c.
Here is 2 unconnected molecules or ions with the total composition C5H8O from OMol25. Energies are from ωB97M-V/def2-TZVPD.

Geometry as XYZ:
```
14
Properties=species:S:1:pos:R:3
C -0.730 -1.045 0.099
C 0.597 -1.140 -0.018
C 1.209 0.214 -0.007
O 1.074 0.498 1.448
C 0.182 1.090 0.540
C -1.156 0.391 0.386
H -1.408 -1.882 0.166
H 1.227 -2.015 0.009
H 2.141 0.520 -0.499
H 0.276 2.169 0.519
H -1.717 0.412 1.326
H -1.761 0.896 -0.381
H 0.301 0.188 -1.837
H -0.247 -0.327 -1.834
```

Summary:
Structure (SMILES) = C1=C[C@@H]2O[C@@H]2C1.[H][H]
HOMO level = -8.9285 eV
LUMO energy = 1.15 eV
Frontier orbital gap = 0.3703 hartree

Charges obtained by Löwdin population analysis, quoted in units of e: atom 1 (C): -0.129, atom 2 (C): -0.109, atom 3 (C): -0.247, atom 4 (O): -0.020, atom 5 (C): -0.300, atom 6 (C): -0.129, atom 7 (H): 0.102, atom 8 (H): 0.116, atom 9 (H): 0.149, atom 10 (H): 0.148, atom 11 (H): 0.120, atom 12 (H): 0.115, atom 13 (H): 0.088, atom 14 (H): 0.098

=====

In terms of stability, a leads; the second structure lies 0.0675 hartree higher.

=====

a.
Here is a gas-phase ion, C8H15N2 (charge +1) from OMol25. Energies are from ωB97M-V/def2-TZVPD.

Geometry as XYZ:
```
25
Properties=species:S:1:pos:R:3
C 0.932 -2.127 0.942
N 0.042 -2.837 0.605
C -1.184 -2.917 0.942
C -1.909 -1.740 0.777
C -1.387 -0.511 0.417
N -0.295 -0.308 -0.323
C 0.303 1.050 -0.629
C -0.661 2.154 -0.731
C 1.064 1.370 0.714
C 1.303 1.028 -1.756
H 1.072 -1.833 1.954
H 1.737 -1.926 0.263
H -1.500 -3.935 1.157
H -2.824 -1.662 1.328
H -2.047 0.327 0.700
H -0.017 -1.136 -0.866
H -0.275 3.169 -0.759
H -1.464 2.213 -1.515
H -1.381 2.109 0.051
H 0.561 2.081 1.346
H 2.084 1.764 0.432
H 1.191 0.373 1.220
H 0.872 0.478 -2.543
H 1.407 2.094 -2.207
H 2.375 0.719 -1.520
```

Summary:
Structure (SMILES) = C=N/C=C\C=[NH+]\C(C)(C)C
HOMO level = -13.2000 eV
LUMO energy = -4.80 eV
Net charge = +1
Frontier orbital gap = 0.3088 hartree

Charges obtained by Löwdin population analysis, quoted in units of e: atom 1 (C): 0.012, atom 2 (N): 0.055, atom 3 (C): -0.045, atom 4 (C): -0.035, atom 5 (C): -0.051, atom 6 (N): 0.071, atom 7 (C): -0.558, atom 8 (C): -0.078, atom 9 (C): -0.008, atom 10 (C): -0.036, atom 11 (H): 0.123, atom 12 (H): 0.118, atom 13 (H): 0.156, atom 14 (H): 0.110, atom 15 (H): 0.152, atom 16 (H): 0.160, atom 17 (H): 0.111, atom 18 (H): 0.119, atom 19 (H): 0.055, atom 20 (H): 0.080, atom 21 (H): 0.105, atom 22 (H): 0.072, atom 23 (H): 0.064, atom 24 (H): 0.135, atom 25 (H): 0.112

=====

b.
Here is a molecular structure, C8H15N2 from OMol25. Energies are from ωB97M-V/def2-TZVPD.

Geometry as XYZ:
```
25
Properties=species:S:1:pos:R:3
C 1.412 -0.455 0.170
C 1.464 0.824 0.103
C -1.269 0.728 0.191
C 0.116 -1.237 -0.151
C 2.674 -1.340 0.340
C 2.343 1.891 0.314
C -2.658 1.337 0.317
C -2.226 -1.519 0.399
N -1.144 -0.611 0.146
N -0.337 1.491 -0.186
H 0.071 -1.461 -1.264
H 0.196 -2.182 0.423
H 2.805 -2.146 -0.351
H 2.669 -1.839 1.298
H 3.722 -0.823 0.314
H 2.039 2.527 1.147
H 2.290 2.553 -0.616
H 3.436 1.491 0.265
H -3.141 1.162 1.285
H -3.141 0.757 -0.552
H -2.588 2.330 -0.103
H -2.895 -1.720 -0.482
H -1.978 -2.581 0.642
H -2.908 -1.371 1.244
H -0.549 2.501 -0.186
```

Summary:
HOMO level = -13.3066 eV
LUMO energy = -2.93 eV
Net charge = +1
Frontier orbital gap = 0.3815 hartree

Charges obtained by Löwdin population analysis, quoted in units of e: atom 1 (C): -0.196, atom 2 (C): -0.085, atom 3 (C): -0.374, atom 4 (C): -0.081, atom 5 (C): -0.017, atom 6 (C): -0.055, atom 7 (C): 0.038, atom 8 (C): -0.059, atom 9 (N): -0.101, atom 10 (N): 0.195, atom 11 (H): 0.171, atom 12 (H): 0.137, atom 13 (H): 0.074, atom 14 (H): 0.081, atom 15 (H): 0.120, atom 16 (H): 0.101, atom 17 (H): 0.125, atom 18 (H): 0.141, atom 19 (H): 0.105, atom 20 (H): 0.129, atom 21 (H): 0.082, atom 22 (H): 0.117, atom 23 (H): 0.109, atom 24 (H): 0.101, atom 25 (H): 0.142

=====

In terms of stability, b leads; the second structure lies 0.0438 hartree higher.

=====

a.
Here is 2 unconnected molecules or ions with the total composition C5H16NO from OMol25. Energies are from ωB97M-V/def2-TZVPD.

Geometry as XYZ:
```
23
Properties=species:S:1:pos:R:3
C -1.219 -0.562 -0.317
C -0.153 -0.266 0.692
C -0.493 -0.993 2.076
C 0.146 1.220 0.893
C 0.571 2.020 -0.350
N -0.709 -0.580 -1.745
H -1.878 -1.390 -0.004
H -1.922 0.335 -0.205
H 0.841 -0.742 0.458
H 0.457 -1.333 2.458
H -1.161 -1.823 1.842
H -1.147 -0.470 2.787
H 0.895 1.441 1.642
H -0.873 1.594 1.152
H 1.138 1.466 -1.054
H 1.016 2.990 -0.202
H -0.338 2.271 -0.911
H -1.035 -1.419 -2.270
H 0.332 -0.556 -1.700
H -1.152 0.035 -2.430
H 2.243 -0.490 -0.429
H 2.610 -1.623 -1.343
O 1.830 -1.124 -1.041
```

Summary:
HOMO level = -14.6522 eV
LUMO energy = -3.28 eV
Net charge = +1
Frontier orbital gap = 0.4181 hartree

Charges obtained by Löwdin population analysis, quoted in units of e: atom 1 (C): -0.121, atom 2 (C): -0.397, atom 3 (C): -0.022, atom 4 (C): -0.210, atom 5 (C): -0.089, atom 6 (N): 0.187, atom 7 (H): 0.135, atom 8 (H): 0.158, atom 9 (H): 0.101, atom 10 (H): 0.080, atom 11 (H): 0.066, atom 12 (H): 0.091, atom 13 (H): 0.118, atom 14 (H): 0.124, atom 15 (H): 0.038, atom 16 (H): 0.082, atom 17 (H): 0.075, atom 18 (H): 0.183, atom 19 (H): 0.101, atom 20 (H): 0.169, atom 21 (H): 0.082, atom 22 (H): 0.105, atom 23 (O): -0.055

=====

b.
Here is a molecular structure, C5H16NO from OMol25. Energies are from ωB97M-V/def2-TZVPD.

Geometry as XYZ:
```
23
Properties=species:S:1:pos:R:3
C 1.459 0.963 1.489
C -0.017 0.478 1.392
C -0.619 1.029 0.103
C -1.516 0.008 -0.588
C -2.735 -0.541 0.149
N 1.481 0.192 -1.728
H 2.128 0.674 0.701
H 1.824 0.529 2.429
H 1.533 2.042 1.629
H -0.613 0.703 2.284
H -0.876 2.081 0.232
H 0.243 1.008 -0.683
H -1.794 0.403 -1.567
H -0.837 -0.843 -0.744
H -2.392 -0.779 1.164
H -3.504 0.224 0.274
H -3.140 -1.449 -0.276
H 2.404 0.571 -1.994
H 0.039 -0.611 1.296
H 1.641 -0.971 -1.161
H 0.971 -0.003 -2.602
H 1.923 -2.640 -0.684
O 1.405 -1.849 -0.521
```

Summary:
HOMO level = -15.1982 eV
LUMO energy = -9.62 eV
Net charge = +1
Frontier orbital gap = 0.2052 hartree

Charges obtained by Löwdin population analysis, quoted in units of e: atom 1 (C): -0.077, atom 2 (C): -0.210, atom 3 (C): -0.129, atom 4 (C): -0.242, atom 5 (C): -0.051, atom 6 (N): 0.268, atom 7 (H): 0.048, atom 8 (H): 0.092, atom 9 (H): 0.085, atom 10 (H): 0.145, atom 11 (H): 0.151, atom 12 (H): 0.133, atom 13 (H): 0.117, atom 14 (H): 0.099, atom 15 (H): 0.080, atom 16 (H): 0.091, atom 17 (H): 0.089, atom 18 (H): 0.111, atom 19 (H): 0.101, atom 20 (H): -0.039, atom 21 (H): 0.109, atom 22 (H): 0.059, atom 23 (O): -0.030

=====

c.
Here is 2 unconnected molecules or ions with the total composition C5H16NO from OMol25. Energies are from ωB97M-V/def2-TZVPD.

Geometry as XYZ:
```
23
Properties=species:S:1:pos:R:3
C 0.686 1.379 -0.394
C 0.535 -0.090 -1.031
C -0.460 -0.957 -0.182
C -1.853 -0.435 0.043
C -2.868 -0.443 -1.145
N 1.806 1.510 0.559
H -0.238 1.523 0.134
H 0.738 2.134 -1.140
H 0.178 0.111 -2.124
H 1.471 -0.569 -1.239
H -0.409 -2.072 -0.401
H 0.000 -1.216 0.833
H -2.194 -1.049 0.845
H -1.842 0.583 0.310
H -2.330 0.225 -1.925
H -3.837 0.289 -0.938
H -3.122 -1.409 -1.578
H 1.844 2.281 1.279
H 1.766 0.607 1.150
H 2.770 1.646 0.097
H 1.907 -1.810 2.696
H 3.224 -1.173 2.091
O 2.226 -1.064 2.060
```

Summary:
HOMO level = -13.9918 eV
LUMO energy = -3.50 eV
Net charge = +1
Frontier orbital gap = 0.3856 hartree

Charges obtained by Löwdin population analysis, quoted in units of e: atom 1 (C): -0.148, atom 2 (C): -0.136, atom 3 (C): -0.231, atom 4 (C): -0.289, atom 5 (C): -0.093, atom 6 (N): 0.147, atom 7 (H): 0.100, atom 8 (H): 0.115, atom 9 (H): 0.142, atom 10 (H): 0.091, atom 11 (H): 0.138, atom 12 (H): 0.102, atom 13 (H): 0.099, atom 14 (H): 0.067, atom 15 (H): 0.078, atom 16 (H): 0.132, atom 17 (H): 0.060, atom 18 (H): 0.190, atom 19 (H): 0.135, atom 20 (H): 0.207, atom 21 (H): 0.122, atom 22 (H): 0.089, atom 23 (O): -0.117

=====

In terms of stability, a leads; the second structure lies 0.0081 hartree higher.